# 1
A 2-piece molecular cluster, CHO3PS overall in a non-equilibrium geometry, computed with ωB97M-V with the def2-TZVPD basis set.

LUMO level = -3.7254 eV
HOMO energy = -8.452 eV
ΔE to the lowest compared entry with this formula, charge and spin = 72.4 kcal per mole
Total energy = -27316.997 eV
Total charge = 0
Gap between HOMO and LUMO = 4.73 eV

```
7
Properties=species:S:1:pos:R:3:lowdin_charge:R:1
S -3.912 0.566 0.095 0.410
P -5.413 -0.591 -0.080 0.462
O 0.746 0.679 -0.031 0.076
O -1.450 0.523 -0.102 -0.246
O -0.486 2.529 -0.054 0.032
C -0.450 1.317 -0.066 -0.836
H 0.591 -0.278 -0.047 0.102
```

***

# 2
One molecule with the formula C5H8N2, computed with ωB97M-V with the def2-TZVPD basis set.

LUMO level = 1.0393 eV
HOMO energy = -7.451 eV
ΔE to the lowest compared entry with this formula, charge and spin = 10.6 kcal per mole
Total energy = -8294.538 eV
Total charge = 0
Gap between HOMO and LUMO = 8.49 eV
SMILES = Cn1ccc(N)c1

```
15
Properties=species:S:1:pos:R:3:lowdin_charge:R:1
N -2.614 0.752 0.028 0.065
N 0.896 -0.070 0.083 -0.192
C -0.121 0.856 -0.036 -0.061
C -1.020 -1.192 0.228 -0.052
C -1.321 0.188 0.049 -0.351
C 0.350 -1.307 0.240 -0.112
C 2.304 0.227 -0.032 -0.040
H -1.734 -1.998 0.343 0.095
H -2.631 1.641 -0.458 0.077
H 2.513 0.733 -0.981 0.089
H 2.865 -0.711 -0.009 0.086
H 2.645 0.863 0.794 0.089
H 0.984 -2.178 0.347 0.113
H -3.282 0.133 -0.414 0.077
H 0.096 1.909 -0.154 0.116
```

***

# 3
C18H30B2Br2NO8PS2Zr as an isolated structure in a non-equilibrium geometry, computed with ωB97M-V with the def2-TZVPD basis set.

LUMO level = -16.2379 eV
HOMO energy = -18.542 eV
Total energy = -210645.257 eV
Total charge = +4
Gap between HOMO and LUMO = 2.30 eV

```
65
Properties=species:S:1:pos:R:3:lowdin_charge:R:1
Zr 4.507 1.665 0.431 1.681
Br -1.931 -2.422 2.910 0.975
Br -2.069 -0.653 5.582 0.941
S -0.665 2.228 -1.527 1.034
S 2.403 0.497 0.997 0.835
P 0.381 -2.337 1.135 1.069
O 1.478 -2.448 -0.087 -0.187
O 1.305 0.016 2.073 -0.193
O 3.073 -0.712 -1.961 -0.068
O 3.539 -0.510 0.949 -0.341
O 0.157 2.651 1.524 0.054
O 0.013 0.218 -3.426 0.072
O 3.079 1.766 1.646 -0.446
O 3.818 -0.709 -4.128 0.226
N 1.217 -2.960 2.544 -0.087
C 1.658 0.971 -0.628 -0.241
C -0.749 0.345 0.483 -0.260
C 2.648 0.632 -1.845 -0.169
C -0.901 -0.049 4.130 -0.564
C 0.028 -0.470 1.653 -0.421
C -3.171 0.197 -0.764 -0.154
C -2.171 -0.290 0.355 -0.188
C -2.395 2.569 1.411 0.007
C 0.101 0.620 -0.848 -0.404
C -0.834 -0.776 2.927 -0.538
C 4.121 -0.680 -2.980 -0.419
C -4.677 -0.218 -0.331 -0.136
C 0.370 -2.859 -2.977 -0.056
C -0.093 1.237 4.417 -0.069
C -6.255 2.070 -0.386 0.170
C -5.595 1.038 -0.340 -0.071
C -0.676 -1.872 -2.216 -0.140
C 5.624 -0.557 -2.529 0.045
B -0.972 1.865 1.123 -0.533
B -0.163 -0.371 -2.135 -0.496
H -0.536 2.185 3.979 0.113
H 0.603 -3.705 -2.257 0.078
H -0.977 -2.398 -1.274 0.060
H 2.223 -2.752 2.497 0.075
H 2.285 -2.924 0.229 0.123
H -2.118 -1.428 0.260 0.093
H 1.022 1.164 4.234 0.111
H -3.125 1.917 1.989 0.096
H 1.308 -2.334 -3.296 0.071
H 3.638 1.241 -1.618 0.082
H -4.719 -0.786 0.637 0.117
H -0.827 0.099 -3.913 0.144
H 5.630 -0.638 -1.390 0.069
H -2.907 2.953 0.473 0.094
H -0.158 -3.361 -3.842 0.108
H -0.156 1.418 5.539 0.109
H -3.214 1.303 -0.939 0.085
H -0.133 3.410 2.064 0.124
H -1.596 -1.876 -2.890 0.135
H -5.119 -0.905 -1.118 0.138
H 6.027 0.460 -2.820 0.115
H -2.793 -0.154 1.300 0.104
H -3.032 -0.284 -1.777 0.122
H 1.705 2.113 -0.597 0.122
H 0.098 3.303 -1.166 -0.029
H 6.229 -1.386 -2.983 0.132
H -6.693 3.098 -0.295 0.091
H -2.275 3.497 2.062 0.100
H 2.314 1.066 -2.845 0.190
H 1.091 -3.989 2.574 0.100
```

***

# 4
A 2-piece molecular cluster, C9H14O overall in a non-equilibrium geometry, computed with ωB97M-V with the def2-TZVPD basis set.

LUMO level = 0.7861 eV
HOMO energy = -8.312 eV
ΔE to the lowest compared entry with this formula, charge and spin = 56.9 kcal per mole
Total energy = -11605.170 eV
Total charge = 0
Gap between HOMO and LUMO = 9.10 eV
SMILES = Cc1ccc(O)cc1.CC

```
24
Properties=species:S:1:pos:R:3:lowdin_charge:R:1
O 0.912 1.702 3.182 -0.009
C -0.709 1.318 -0.177 -0.014
C 0.416 0.689 -0.840 -0.240
C 0.788 1.473 1.811 -0.306
C 1.723 0.432 -0.255 -0.011
C 1.828 0.955 1.012 -0.045
C -0.013 0.152 -2.170 -0.095
C -0.515 1.570 1.224 -0.009
C -1.956 -3.404 -0.771 -0.143
C -1.446 -3.113 -2.241 -0.137
H -0.915 -0.338 -2.016 0.017
H -0.167 0.858 -2.974 0.083
H 2.819 0.945 1.495 0.119
H -2.305 -3.201 -2.879 0.049
H -1.470 -2.457 -0.260 0.090
H -0.914 -2.117 -2.402 0.041
H 0.665 -0.651 -2.572 0.096
H -2.979 -3.393 -0.405 0.051
H -1.578 -4.284 -0.383 0.016
H -0.789 -3.909 -2.441 0.037
H -1.267 1.654 1.970 0.087
H -1.530 1.531 -0.837 0.102
H 2.413 -0.028 -0.856 0.079
H 0.028 1.342 3.546 0.139
```